A cluster of 2 separate species, C23H41BF2I2N3O9P in total at a distorted geometry. Source: OMol25; level of theory: wB97M-V/def2-TZVPD.

```
82
Properties=species:S:1:pos:R:3:mulliken_charge:R:1
C 2.259 0.594 -2.249 -0.096
H 3.552 1.199 0.706 0.184
F -2.098 -2.691 -6.564 -0.381
H 6.241 1.758 -1.135 0.471
C -1.416 1.810 -3.472 -0.624
H 1.059 -0.991 -0.959 0.356
N -2.692 1.997 -2.687 0.145
I -1.479 0.147 -4.930 0.295
O -1.905 -2.728 5.083 -0.427
C -2.806 1.060 -1.508 -0.128
H -3.126 2.388 3.195 0.345
H 3.941 -0.498 -3.426 0.313
H -4.548 3.000 -3.191 0.325
H 2.334 1.452 -1.457 0.212
H -3.853 -2.563 -1.392 0.349
C -0.966 -3.615 4.356 -0.293
H 5.792 0.120 2.910 0.307
C 0.899 -0.318 -1.905 -0.563
H 4.452 -0.561 -0.219 0.239
C -4.014 0.450 4.243 -0.626
H -1.457 -3.849 3.319 -0.001
H 0.681 -0.911 -2.896 0.105
H 3.014 4.262 4.848 0.283
H -4.609 1.178 4.950 0.274
H -1.311 2.789 -4.149 0.471
C -4.119 0.153 0.521 0.018
H 3.143 -1.518 -2.058 0.319
H 6.523 1.322 1.002 0.338
C 3.377 3.333 4.202 -0.726
C 0.149 -5.015 -5.977 0.410
N -3.954 1.035 -0.706 -0.010
H -4.772 -0.345 3.802 0.332
F -3.126 -4.757 -5.959 -0.349
C 4.752 -0.086 -1.254 -0.622
O 0.619 -4.580 -3.694 -0.674
I -1.298 -2.875 0.413 -0.058
O 5.766 1.917 4.066 -0.324
H 2.910 2.349 4.654 0.281
H -4.647 1.124 -3.358 0.291
O -0.247 1.801 -2.593 -0.323
C -3.929 2.043 -3.547 -0.905
C -0.290 0.797 -1.539 -0.063
H -3.442 -2.077 3.691 0.152
C 5.020 3.164 4.305 0.597
H -0.791 -4.652 4.888 0.258
H 4.560 2.204 -1.873 0.292
C 5.096 1.506 -1.073 -0.711
C 3.541 -0.425 -2.304 -0.669
H -4.786 1.661 -0.926 0.401
H 4.085 0.915 2.998 0.223
H -4.945 -0.669 0.381 0.213
C 4.416 1.950 0.390 -0.386
O -3.514 -1.802 -1.965 -0.489
H 2.987 3.436 3.101 0.172
H 0.115 1.333 -0.551 0.055
O 1.154 -5.616 -6.323 -0.603
H 3.905 3.000 0.281 0.341
O -1.316 -3.897 -4.648 -0.265
O -0.880 -4.741 -6.791 -0.463
H 0.083 -3.111 4.210 0.217
C -4.571 1.174 1.763 -0.690
H -5.619 0.848 2.183 0.362
B -1.876 -4.013 -5.998 0.590
H -3.143 -0.384 0.876 -0.167
C -3.408 1.269 2.945 -0.438
H -1.804 0.438 4.806 0.254
O 5.709 4.278 4.677 -0.549
C -2.451 -1.690 4.180 0.120
C -2.731 -0.283 4.991 -0.667
H -2.408 0.702 2.629 0.179
H 2.113 1.001 -3.361 0.173
C 5.241 1.169 2.909 -0.478
H -4.652 2.271 1.306 0.314
H -2.884 -0.444 6.142 0.315
H -1.713 -1.421 3.286 -0.007
N -1.614 0.204 -1.188 0.669
C 5.634 1.911 1.487 -0.547
P -1.806 -1.511 -1.570 0.036
H 5.751 -0.625 -1.591 0.324
H -3.721 2.230 -4.698 0.369
H 5.986 3.019 1.653 0.296
C -0.118 -4.497 -4.663 0.736
```

Computed properties:
Largest force on an atom ... 8.98 eV/Å
Orbital gap ... 7.11 eV
Molecular weight ... 837.18 g mol⁻¹